Record 1
Density functional theory data (ωB97M-V/def2-TZVPD) for a 3-piece molecular cluster, C4H14N2O2 overall in a non-equilibrium geometry.

Summary:
* multiplicity: 2
* maximum force: 0.0763 hartree/bohr
* net charge: +1
* expectation value of S²: 1.254
* frontier orbital gap (alpha / beta): 8.211 / 5.214 eV
* LUMO level (alpha / beta): -6.025 / -7.931 eV

Geometry as XYZ:
```
22
Properties=species:S:1:pos:R:3:forces:R:3
C -1.49524 -0.14178 -0.55852 0.5405 -3.5127 0.6782
C -0.98128 0.23750 0.80243 1.6915 0.7394 -0.6568
C -0.30690 1.65080 0.75791 -0.7443 0.2591 0.4558
N 0.67778 1.90221 1.71807 0.7497 -0.3873 -1.4950
N -1.18164 -1.60918 -0.87869 -0.0375 -1.3555 0.9363
C 0.28392 -1.98266 -0.82085 -2.9210 1.4066 -2.2084
O 0.87119 -1.89901 0.34913 0.2731 -1.0969 1.1326
H -0.82277 -0.24082 -1.50376 0.2343 3.2136 -0.4833
H -2.51457 0.12248 -0.80878 0.0412 -0.0203 -0.3166
H -0.17582 -0.45867 1.05206 -0.1920 0.1482 0.0722
H -1.64581 0.16649 1.66516 -0.5761 0.2759 -0.4562
H -1.04803 2.45225 0.75063 0.0669 -0.0050 -0.0202
H 0.13060 1.62595 -0.29579 0.3262 0.0902 -0.3607
H 1.53284 1.31296 1.57808 -0.6689 0.4527 0.3824
H 0.86742 2.89399 1.84874 0.0220 -0.2849 0.4432
H -1.72415 -2.33790 -0.40451 -0.2339 0.5820 -0.0715
H 0.74682 -1.31129 -1.58782 0.2600 -0.5127 0.2099
H 0.24513 -2.98822 -1.26614 0.7009 -0.2937 0.3529
H -0.21425 0.96910 -1.98685 -0.3193 -0.3813 1.2477
H 2.35679 0.35467 -0.76169 0.3657 0.1327 0.0092
H 1.89127 -0.76631 0.21058 1.8526 1.3223 0.1002
O 2.50669 0.04745 0.14061 -1.4317 -0.7724 0.0479
```
Forces are in eV/Å.

These are the Mulliken partial charges, in e, on atoms 1 to 5: -0.54 -0.30 -0.17 -0.32 -0.33


Record 2
Density functional theory data (ωB97M-V/def2-TZVPD) for C4H14N2O8P2Pb as an isolated structure in a non-equilibrium geometry.

Summary:
* maximum force: 0.1129 hartree/bohr
* net charge: 0
* frontier orbital gap: 5.414 eV
* LUMO level: -0.173 eV

Geometry as XYZ:
```
31
Properties=species:S:1:pos:R:3:forces:R:3
Pb -0.28618 0.13947 1.38439 1.4134 -2.5263 1.6393
N 1.82993 -1.94783 -1.98003 -1.3552 1.1648 2.0236
C 1.60449 -0.48012 -1.41224 0.0995 -0.0296 -0.5321
C 2.46589 0.44557 -2.27290 0.0397 0.3366 -0.0981
P -0.27535 -0.15380 -1.76850 0.4667 -1.6908 -3.2712
O -0.28449 1.20450 -2.64234 -0.0203 0.2570 0.4324
O -0.57532 -1.28027 -2.75027 0.3448 0.5133 1.4364
O -1.11335 0.08398 -0.55677 -2.1645 -0.8547 -4.1161
P 2.16445 -0.53762 0.39907 3.8106 -3.3052 -1.3496
O 3.76694 -0.31544 0.22257 0.0331 0.5904 0.0043
O 2.09309 -2.01081 0.75396 -1.4163 1.4485 -0.2871
O 1.71982 0.59586 1.26408 3.3970 0.8697 0.3982
H 0.94795 -2.12050 -2.51719 0.0532 0.0682 -0.3621
H 1.80237 -2.50081 -1.09516 0.3727 -0.1478 -0.2093
H 2.70104 -2.06871 -2.47515 0.1570 0.1077 -0.1151
H 2.15050 0.42170 -3.32100 -0.1223 0.0390 0.1692
H 3.52389 0.16889 -2.23612 -0.1489 -0.0298 0.2195
H 2.37893 1.47622 -1.91518 0.0071 -0.1671 -0.0871
H -1.22450 1.42101 -2.78303 0.5075 0.1136 -0.0432
H 4.11003 -0.32099 1.13643 0.1315 0.0586 -0.5493
N -3.11978 0.64766 1.15302 -0.5310 0.4224 0.9218
C -3.39850 0.76673 2.63524 -1.0275 -0.3168 -0.3672
C -2.18829 1.43906 3.32374 -1.4775 0.8007 2.5831
O -2.31962 1.77211 4.51833 0.6028 -0.8302 -2.7388
O -1.23535 1.55204 2.48275 -1.5185 3.9939 3.9327
H -3.28535 -0.27480 0.75567 -0.1544 0.2552 -0.2043
H -2.08437 0.84175 1.14593 -1.0999 0.4359 -0.6998
H -3.52957 1.41610 0.62094 -0.1635 -0.4434 -0.1233
H -3.53177 -0.25084 3.01162 -0.0421 0.2495 0.1155
H -4.31693 1.34780 2.74439 0.2094 -0.1841 0.3387
H -0.49062 -1.47791 2.17377 -0.4041 -1.1993 0.9390
```
Forces are in eV/Å.

These are the Mulliken partial charges, in e, on atoms 1 to 5: 0.49 -0.24 0.31 -1.83 0.56